No. 1
The following is a quantum chemistry calculation of 7 unconnected molecules or ions with the total composition C18H51F3N6O9S at a distorted geometry, from the Open Molecules 2025 dataset.

```
! wB97M-V def2-TZVPD RIJCOSX def2/J DEFGRID3
* xyz 0 1
O -0.718 -0.618 0.268
H 0.133 -1.048 -0.056
H -1.178 -1.276 0.890
H -1.334 -0.516 -0.510
C 2.734 -4.385 -1.447
F 3.291 -3.736 -2.463
F 1.588 -4.936 -1.896
F 3.507 -5.365 -1.035
S 2.297 -3.170 -0.083
O 2.117 -4.035 1.059
O 3.457 -2.296 0.037
O 1.073 -2.488 -0.524
C -4.075 1.025 -0.612
O -3.207 0.230 -0.997
N -4.138 2.331 -0.946
N -5.008 0.616 0.312
H -3.443 2.749 -1.539
H -4.974 2.837 -0.734
H -5.737 1.212 0.651
H -5.171 -0.375 0.210
C -0.628 0.327 -3.137
C -0.989 -1.114 -3.469
C 0.214 -1.895 -4.000
O 0.687 -1.291 -5.178
C 1.914 -1.812 -5.692
N -1.498 -1.789 -2.238
H 0.348 0.367 -2.641
H -1.378 0.879 -2.575
H -0.460 0.892 -4.061
H -1.791 -1.123 -4.214
H -0.066 -2.947 -4.154
H 0.944 -1.939 -3.186
H 1.701 -1.862 -6.764
H 2.200 -2.784 -5.306
H 2.718 -1.080 -5.600
H -1.178 -2.750 -2.336
H -2.510 -1.790 -2.220
C -1.485 -3.905 1.118
C -1.764 -3.031 2.340
C -0.489 -2.689 3.100
O -0.724 -2.173 4.403
C 0.436 -1.621 4.938
N -2.469 -1.795 1.969
H -2.399 -4.411 0.778
H -0.810 -4.732 1.333
H -1.168 -3.412 0.196
H -2.260 -3.749 3.006
H 0.223 -2.087 2.521
H 0.090 -3.611 3.245
H 1.193 -2.373 5.215
H 0.211 -1.087 5.861
H 1.042 -0.947 4.316
H -3.229 -2.070 1.350
H -2.892 -1.349 2.776
C 0.816 4.665 -2.737
C 0.596 4.733 -1.237
C -0.258 3.552 -0.774
O -0.478 3.611 0.615
C -1.587 2.864 1.018
N 1.925 4.658 -0.588
H 1.204 3.708 -3.094
H 1.472 5.460 -3.096
H -0.066 4.848 -3.363
H 0.080 5.657 -0.975
H 0.132 2.564 -1.058
H -1.231 3.625 -1.292
H -1.632 1.891 0.519
H -2.526 3.425 0.887
H -1.607 2.714 2.101
H 1.736 4.556 0.411
H 2.270 3.727 -0.827
C 3.882 1.238 1.884
C 2.421 0.749 1.848
C 1.408 1.749 2.384
O 1.591 1.813 3.790
C 0.432 2.291 4.422
N 2.072 0.188 0.545
H 4.040 2.036 1.158
H 4.586 0.417 1.770
H 4.063 1.606 2.900
H 2.403 -0.071 2.573
H 0.417 1.493 2.007
H 1.645 2.752 2.006
H 0.550 2.371 5.503
H -0.448 1.664 4.238
H 0.197 3.303 4.063
H 2.386 0.815 -0.193
H 2.557 -0.678 0.311
*
```

The HOMO energy comes out at -8.73 eV. The value obtained for the gap between HOMO and LUMO is 8.55 eV.

These are the Löwdin partial charges, in e, on atoms 1 to 6:
1 O 0.13
2 H 0.08
3 H 0.08
4 H 0.08
5 C -0.67
6 F 0.13

=====

No. 2
The following is a quantum chemistry calculation of 7 unconnected molecules or ions with the total composition C18H51FIO6P at a distorted geometry, from the Open Molecules 2025 dataset.

```
! wB97M-V def2-TZVPD RIJCOSX def2/J DEFGRID3
* xyz 0 1
C 3.070 0.988 -1.643
C 3.908 2.245 -1.849
F 4.217 2.770 -0.595
C 3.193 3.308 -2.641
P 1.389 3.533 -2.028
C -0.405 3.581 -1.290
C -1.301 2.556 -1.915
C -0.766 1.138 -1.749
I -3.227 2.608 -0.970
H 2.640 1.011 -0.653
H 3.710 0.117 -1.694
H 2.304 0.870 -2.397
H 4.851 1.986 -2.316
H 3.719 4.251 -2.533
H 3.191 3.039 -3.691
H 0.891 2.879 -3.194
H 1.448 4.937 -2.114
H 1.790 2.919 -0.807
H -0.340 3.383 -0.226
H -0.806 4.580 -1.436
H -1.444 2.780 -2.964
H -0.245 1.056 -0.803
H -1.541 0.391 -1.805
H -0.049 0.937 -2.541
C -3.170 -0.770 1.937
C -2.450 -1.800 1.086
O -1.256 -1.289 0.493
H -3.401 0.094 1.316
H -4.103 -1.167 2.341
H -2.548 -0.436 2.771
H -3.082 -2.095 0.248
H -2.215 -2.704 1.661
H -0.623 -1.045 1.185
C 2.011 -0.032 2.308
C 0.665 0.493 1.840
O -0.423 -0.226 2.425
H 2.110 -1.091 2.070
H 2.834 0.509 1.841
H 2.110 0.076 3.389
H 0.557 0.370 0.762
H 0.569 1.561 2.070
H -0.358 -0.133 3.383
C -4.793 -0.367 -5.022
C -4.959 -1.105 -3.706
O -4.199 -0.519 -2.656
H -3.741 -0.340 -5.309
H -5.361 -0.850 -5.819
H -5.142 0.664 -4.932
H -4.599 -2.129 -3.796
H -6.018 -1.148 -3.426
H -4.501 0.388 -2.533
C 6.288 -1.379 1.547
C 6.072 -0.335 2.626
O 4.926 -0.612 3.427
H 5.407 -1.452 0.909
H 7.150 -1.129 0.927
H 6.463 -2.363 1.989
H 5.885 0.640 2.178
H 6.962 -0.247 3.258
H 5.058 -1.463 3.855
C -3.039 0.101 5.812
C -2.300 -1.176 5.459
O -0.890 -1.050 5.654
H -2.667 0.933 5.213
H -4.110 -0.003 5.635
H -2.893 0.355 6.865
H -2.437 -1.415 4.405
H -2.684 -2.015 6.048
H -0.739 -0.850 6.582
C -0.043 -2.797 -3.114
C -1.291 -3.617 -2.844
O -1.279 -4.208 -1.550
H 0.848 -3.417 -3.010
H -0.061 -2.374 -4.120
H 0.033 -1.975 -2.397
H -1.366 -4.446 -3.548
H -2.183 -2.992 -2.964
H -1.221 -3.484 -0.916
*
```

The HOMO energy comes out at -8.07 eV. The value obtained for the gap between HOMO and LUMO is 8.64 eV. Its SMILES is C[C@H](F)C[PH3]C[C@@H](C)I.CCO.CCO.CCO.CCO.CCO.CCO.

These are the Löwdin partial charges, in e, on atoms 1 to 6:
1 C -0.06
2 C -0.46
3 F -0.05
4 C -0.33
5 P 0.84
6 C -0.48

=====

No. 3
The following is a quantum chemistry calculation of 9 unconnected molecules or ions with the total composition C18H52BClN16O10P at a distorted geometry, from the Open Molecules 2025 dataset.

```
! wB97M-V def2-TZVPD RIJCOSX def2/J DEFGRID3
* xyz 1 1
C 2.233 -2.304 2.457
C 1.571 -2.616 1.256
C 0.851 -3.134 -0.149
C 2.082 -3.520 -1.171
C 2.444 -2.345 -2.269
P 4.285 -2.444 -2.901
Cl 4.314 -1.675 -4.883
C 5.301 -1.364 -1.700
B 6.649 -2.075 -1.084
O 6.680 -2.728 0.240
O 7.918 -2.015 -1.882
C 4.741 -4.297 -2.917
C 3.555 -5.059 -3.819
C 6.159 -4.661 -3.659
C 6.500 -6.241 -3.229
H 2.668 -2.336 3.562
H 0.112 -2.318 -0.580
H 0.268 -4.130 0.151
H 1.733 -4.510 -1.737
H 3.029 -3.864 -0.532
H 2.381 -1.314 -1.672
H 1.671 -2.247 -3.148
H 4.580 -0.956 -0.843
H 5.631 -0.397 -2.307
H 5.773 -3.110 0.435
H 8.496 -2.749 -1.494
H 4.645 -4.725 -1.815
H 2.883 -4.204 -4.303
H 4.060 -5.608 -4.746
H 2.932 -5.829 -3.189
H 6.046 -4.674 -4.827
H 7.052 -3.950 -3.403
H 5.738 -6.901 -3.844
H 6.184 -6.375 -2.090
H 7.623 -6.525 -3.395
C 0.124 1.162 1.429
O 0.734 0.813 0.432
N -1.195 0.945 1.593
N 0.711 1.798 2.460
H -1.706 1.230 2.411
H -1.682 0.471 0.845
H 1.701 1.984 2.385
H 0.215 2.089 3.286
C -1.758 -5.078 -2.077
O -0.550 -5.034 -2.244
N -2.630 -4.420 -2.863
N -2.333 -5.790 -1.089
H -3.626 -4.451 -2.732
H -2.247 -3.871 -3.620
H -1.720 -6.302 -0.471
H -3.327 -5.832 -0.944
C -2.651 4.252 2.190
O -2.782 3.449 3.099
N -2.461 3.883 0.909
N -2.683 5.584 2.381
H -2.352 4.538 0.154
H -2.430 2.892 0.714
H -2.823 5.912 3.326
H -2.576 6.253 1.638
C -2.674 -0.678 -2.159
O -2.147 -0.824 -1.067
N -3.995 -0.838 -2.359
N -1.983 -0.344 -3.265
H -4.438 -0.720 -3.255
H -4.557 -1.089 -1.559
H -0.987 -0.212 -3.166
H -2.410 -0.222 -4.168
C -2.429 9.211 0.941
O -2.117 8.062 1.209
N -1.668 10.272 1.272
N -3.563 9.527 0.289
H -1.918 11.222 1.055
H -0.805 10.086 1.763
H -4.169 8.766 0.018
H -3.828 10.471 0.064
C 4.384 -3.247 6.626
O 3.641 -3.920 7.323
N 5.722 -3.386 6.638
N 3.934 -2.301 5.780
H 6.342 -2.836 6.068
H 6.109 -4.084 7.258
H 2.935 -2.159 5.734
H 4.539 -1.742 5.202
C -6.186 1.774 -0.886
O -5.576 1.425 -1.883
N -7.505 1.557 -0.722
N -5.599 2.410 0.146
H -8.015 1.842 0.096
H -7.991 1.083 -1.469
H -4.609 2.596 0.071
H -6.094 2.701 0.971
C -6.211 6.608 1.977
O -5.803 6.769 0.838
N -7.279 5.842 2.269
N -5.633 7.181 3.049
H -7.622 5.703 3.205
H -7.748 5.389 1.498
H -4.827 7.767 2.882
H -5.963 7.054 3.991
*
```

The HOMO energy comes out at -10.73 eV. The value obtained for the gap between HOMO and LUMO is 7.42 eV.

These are the Löwdin partial charges, in e, on atoms 1 to 6:
1 C 0.05
2 C -0.09
3 C -0.17
4 C -0.25
5 C -0.28
6 P 0.74